{"formula": "C11H20InN2O", "method": "wB97M-V/def2-TZVPD", "species": ["C", "C", "O", "C", "In", "H", "H", "H", "H", "H", "H", "H", "H", "H", "H", "N", "C", "C", "C", "C", "H", "H", "H", "H", "H", "N", "C", "C", "C", "C", "H", "H", "H", "H", "H"], "xyz": [[-3.17218, -1.59539, -2.10928], [-3.58565, -1.69411, -0.53123], [-2.68857, -2.45386, 0.33359], [-1.28885, -2.45493, -0.09628], [-0.33014, -0.36968, -0.18760], [-2.48033, -0.63909, -2.27621], [-2.70438, -2.57897, -2.56499], [-4.16795, -1.34035, -2.71614], [-3.80174, -0.60051, -0.10450], [-4.64971, -2.22966, -0.49404], [-1.07849, -3.09311, -1.07857], [-0.68442, -3.03127, 0.75497], [1.22066, -0.55312, -1.14151], [-1.39182, 0.83781, -1.06082], [0.20100, 0.22465, 1.44607], [-2.04120, 3.36493, 1.56802], [-2.87802, 4.37324, 1.16603], [-2.10101, 5.41713, 0.71574], [-0.74806, 5.02216, 0.84524], [-0.74045, 3.74967, 1.37121], [-2.33715, 2.47575, 1.94933], [-3.95182, 4.26253, 1.23609], [-2.46892, 6.36066, 0.33400], [0.12651, 5.60315, 0.58245], [0.07707, 3.08732, 1.62283], [3.80325, -1.91277, 0.58264], [5.06952, -1.54501, 0.95660], [5.95650, -2.10671, 0.06555], [5.19802, -2.83398, -0.88262], [3.87143, -2.69465, -0.54107], [2.95169, -1.64790, 1.06048], [5.23071, -0.91810, 1.82332], [7.03338, -2.00279, 0.09455], [5.57852, -3.39805, -1.72437], [2.97261, -3.08499, -0.99947]], "e_tot_ev": -21929.2788, "charge": -1, "homo_lumo_gap_ev": 7.49}



{"formula": "C25H45F5NO19PS2", "method": "wB97M-V/def2-TZVPD", "species": ["C", "C", "O", "C", "C", "C", "O", "N", "C", "C", "O", "C", "O", "C", "C", "O", "C", "P", "S", "S", "O", "O", "C", "F", "F", "C", "F", "F", "F", "H", "H", "H", "H", "H", "H", "H", "H", "H", "H", "H", "H", "H", "H", "H", "H", "H", "H", "H", "H", "H", "C", "O", "C", "O", "O", "C", "H", "H", "H", "H", "H", "H", "C", "O", "C", "O", "O", "C", "H", "H", "H", "H", "H", "H", "C", "O", "C", "O", "O", "C", "H", "H", "H", "H", "H", "H", "C", "O", "C", "O", "O", "C", "H", "H", "H", "H", "H", "H"], "xyz": [[3.74010, -1.81137, -3.42418], [2.50883, -2.67866, -3.17762], [1.59354, -2.74332, -4.24600], [1.01757, -1.52563, -4.64289], [0.32461, -0.76903, -3.52095], [-0.92113, -1.47760, -2.97182], [-1.12979, -2.66583, -2.92282], [-1.75095, -0.48753, -2.49431], [-1.13600, 0.81600, -2.52802], [-0.50101, 1.17576, -1.18930], [-1.29231, 0.64796, -0.16155], [-0.61910, 0.44357, 1.05725], [-0.60934, 1.56723, 1.86441], [0.49457, 2.43921, 1.70162], [1.11263, 2.79719, 3.05145], [1.45831, 4.16855, 3.13785], [-0.19441, 0.66153, -3.78161], [-1.42795, 0.68637, -5.23692], [-0.73115, 0.41554, -7.01771], [0.99152, 1.96417, -4.05972], [1.75736, 1.67498, -5.22987], [0.26296, 3.19792, -4.08100], [2.23571, 2.05875, -2.68102], [1.71160, 2.82888, -1.69349], [2.56155, 0.84436, -2.19139], [3.55440, 2.76495, -3.13221], [4.34771, 2.74137, -2.02605], [4.17995, 2.10520, -4.11346], [3.32432, 4.04725, -3.45794], [4.55991, -2.38899, -3.82673], [3.55166, -0.95053, -4.05346], [4.08514, -1.43183, -2.46593], [2.02629, -2.40996, -2.23824], [2.84600, -3.69789, -3.03650], [0.26507, -1.77973, -5.37820], [1.72840, -0.89482, -5.16963], [0.91515, -0.68729, -2.61123], [-2.37654, -0.70660, -1.73576], [-1.87111, 1.57574, -2.77950], [0.53482, 0.84992, -1.13468], [-0.47318, 2.26131, -1.10581], [-1.19237, -0.31317, 1.57572], [0.38709, 0.06406, 0.87561], [0.14559, 3.36812, 1.25020], [1.26438, 2.01375, 1.06165], [0.43340, 2.57258, 3.86376], [2.01962, 2.20907, 3.19113], [1.69528, 4.49625, 2.27290], [-2.06335, 1.92466, -5.04874], [-2.38565, -0.27976, -4.92061], [6.90664, 5.24273, 3.78885], [6.08846, 5.46459, 2.63853], [6.57144, 4.94367, 1.51459], [7.59672, 4.32845, 1.40344], [5.71613, 5.21894, 0.53188], [6.10679, 4.71490, -0.74750], [6.39640, 5.71581, 4.62203], [7.01227, 4.17787, 3.98545], [7.88617, 5.69749, 3.65685], [6.18683, 3.63312, -0.72493], [7.05189, 5.15386, -1.06219], [5.32809, 5.00811, -1.44164], [-2.32367, 3.60914, 8.86050], [-3.08495, 3.92549, 7.69400], [-2.56894, 3.45385, 6.56170], [-1.55761, 2.81223, 6.46244], [-3.36520, 3.81560, 5.56016], [-2.92063, 3.36883, 4.27796], [-2.85298, 4.04987, 9.69972], [-2.25985, 2.53159, 8.99724], [-1.32554, 4.03735, 8.79569], [-2.88103, 2.28227, 4.24085], [-1.94338, 3.78749, 4.04403], [-3.64533, 3.72538, 3.55238], [-1.93967, -5.25539, -3.50748], [-2.61476, -6.52577, -3.52059], [-3.37200, -6.73050, -2.45559], [-3.51981, -5.95970, -1.54041], [-3.94461, -7.92666, -2.55747], [-4.79258, -8.26521, -1.45736], [-1.35453, -5.20039, -4.42008], [-2.66045, -4.44765, -3.49031], [-1.27764, -5.18562, -2.65169], [-5.61472, -7.55720, -1.37349], [-4.22694, -8.29130, -0.52825], [-5.18761, -9.25408, -1.66893], [-3.59623, -4.40517, 4.97123], [-3.74045, -3.62774, 3.78238], [-4.21497, -4.31098, 2.73858], [-4.51106, -5.47514, 2.74095], [-4.30162, -3.48064, 1.70763], [-4.79340, -4.08513, 0.50107], [-3.20674, -3.73387, 5.73078], [-4.55860, -4.79761, 5.29341], [-2.89428, -5.22173, 4.81434], [-5.80380, -4.46347, 0.64924], [-4.13759, -4.87878, 0.16437], [-4.81436, -3.30156, -0.25108]], "e_tot_ev": -111591.5756, "charge": 0, "smiles": "CCOC[C@@H]1C(=O)N[C@@H](COCOCCO)[C@@]1([PH2]=S)S(=O)(=O)C(F)(F)C(F)(F)F.COC(=O)OC.COC(=O)OC.COC(=O)OC.COC(=O)OC", "homo_lumo_gap_ev": 9.00}



{"formula": "C9H20ClIN2O2PSSc", "method": "wB97M-V/def2-TZVPD", "species": ["C", "C", "H", "H", "H", "O", "I", "Sc", "P", "C", "C", "H", "H", "H", "C", "H", "H", "H", "H", "H", "H", "C", "O", "Cl", "C", "N", "C", "S", "N", "C", "H", "H", "H", "H", "H", "H", "H", "H"], "xyz": [[-1.21225, 1.93930, -4.29282], [-1.66101, 1.72237, -2.90191], [-1.48459, 1.08456, -4.93117], [-0.12014, 2.09077, -4.30339], [-1.67532, 2.85564, -4.69862], [-2.45224, 0.80329, -2.54147], [-3.94900, 0.40204, 1.35214], [-2.13103, 0.77618, -0.44366], [0.29300, -0.29042, -1.09713], [1.15911, -1.56858, -0.12460], [0.36053, -1.09358, -2.72772], [1.38541, 1.67370, -2.01102], [2.55232, 0.35342, -1.59385], [1.84381, 1.40494, -0.30958], [1.65340, 0.90800, -1.27247], [0.09707, -0.38947, -3.52944], [1.38099, -1.46844, -2.87994], [2.07273, -1.83503, -0.68084], [0.51617, -2.45239, -0.01252], [-0.34358, -1.93218, -2.73946], [1.43993, -1.19676, 0.86956], [-2.07493, -1.53914, -0.44051], [-2.04368, -2.69476, -0.38266], [-1.37888, 3.10052, -1.77867], [1.54952, 0.43820, 4.40226], [1.33103, 0.61442, 2.95661], [0.08700, 0.52578, 2.41044], [-0.39310, 1.71576, 1.22277], [-0.72663, -0.47631, 2.75454], [-0.34640, -1.67260, 3.49762], [0.62323, 0.54203, 4.98404], [2.26863, 1.19560, 4.72961], [1.98372, -0.55077, 4.59033], [1.87572, 1.38201, 2.54908], [-1.69011, -0.42036, 2.39929], [-0.58640, -1.55615, 4.56282], [-0.90527, -2.53186, 3.10903], [0.72124, -1.89042, 3.38292]], "e_tot_ev": -78168.4782, "charge": 2, "homo_lumo_gap_ev": 7.06}



{"formula": "C21H41FO5PS", "method": "wB97M-V/def2-TZVPD", "species": ["C", "C", "C", "O", "O", "C", "C", "C", "C", "C", "C", "P", "F", "S", "H", "H", "H", "H", "H", "H", "H", "H", "H", "H", "H", "H", "H", "H", "H", "H", "H", "C", "C", "C", "O", "C", "H", "H", "H", "H", "H", "H", "H", "H", "C", "C", "C", "O", "C", "H", "H", "H", "H", "H", "H", "H", "H", "C", "C", "C", "O", "C", "H", "H", "H", "H", "H", "H", "H", "H"], "xyz": [[3.08354, -1.97203, -0.25494], [3.42626, -0.68046, 0.11869], [2.29819, 0.20907, 0.41256], [1.27864, -0.14149, 0.97686], [2.48228, 1.43282, -0.07252], [1.39756, 2.33674, 0.17805], [0.21272, 2.13294, -0.78117], [-1.11072, 1.83487, -0.05675], [-1.51884, 0.35394, -0.08691], [-2.22963, -0.06614, 1.21996], [-3.65998, -0.61074, 0.97211], [-3.61988, -2.27309, 0.31556], [-2.14915, -2.69335, 0.11518], [-4.60153, -2.41100, -1.45148], [3.20303, -2.32775, -1.27376], [2.70009, -2.65990, 0.49556], [4.45453, -0.35783, 0.25538], [1.04136, 2.29327, 1.20472], [1.81433, 3.33115, 0.05190], [0.45769, 1.41471, -1.56163], [0.08029, 3.08862, -1.29009], [-1.89083, 2.40218, -0.56577], [-1.04673, 2.22544, 0.95703], [-0.67905, -0.30149, -0.28914], [-2.26039, 0.23488, -0.88528], [-2.35189, 0.77670, 1.89417], [-1.65593, -0.83737, 1.73209], [-4.19231, -0.65299, 1.92588], [-4.23635, 0.04410, 0.32180], [-4.17902, -3.20214, 1.18805], [-4.15175, -1.26609, -1.99129], [-8.69321, -0.99743, -3.75104], [-9.01746, 0.49254, -3.84525], [-8.83904, 0.94224, -2.40121], [-7.82640, 0.09323, -1.83786], [-7.57880, -0.99960, -2.71560], [-8.39487, -1.44471, -4.69740], [-9.55735, -1.54623, -3.37267], [-8.29003, 0.99261, -4.48810], [-10.01228, 0.70146, -4.23231], [-9.75893, 0.80875, -1.82514], [-8.52486, 1.98167, -2.31436], [-6.59834, -0.84022, -3.19011], [-7.54076, -1.92396, -2.13514], [6.89380, -3.94837, -1.95705], [8.21658, -3.23532, -2.22993], [7.98719, -1.88907, -1.55436], [7.10823, -2.13532, -0.45166], [6.56310, -3.45044, -0.55710], [6.95607, -5.03359, -2.01607], [6.13525, -3.61130, -2.66794], [9.03482, -3.76799, -1.74151], [8.45610, -3.14127, -3.28750], [7.50042, -1.18174, -2.23437], [8.90690, -1.43569, -1.18538], [7.02949, -4.08042, 0.20783], [5.48920, -3.40930, -0.36350], [3.38792, 3.04302, 4.91933], [2.21592, 2.10084, 4.66440], [1.12434, 3.07548, 4.24493], [1.77699, 4.17144, 3.59530], [3.18878, 4.08495, 3.82895], [4.36151, 2.55913, 4.86816], [3.28809, 3.50447, 5.90379], [2.45192, 1.42238, 3.84029], [1.93771, 1.50038, 5.52894], [0.58330, 3.46727, 5.11253], [0.40245, 2.62436, 3.55934], [3.67439, 3.77977, 2.89537], [3.56534, 5.06844, 4.10862]], "e_tot_ev": -55510.5410, "charge": 1, "homo_lumo_gap_ev": 6.96}



{"formula": "C6H14NO", "method": "wB97M-V/def2-TZVPD", "species": ["C", "O", "C", "C", "C", "C", "C", "N", "H", "H", "H", "H", "H", "H", "H", "H", "H", "H", "H", "H", "H", "H"], "xyz": [[0.24516, -1.97650, -0.70578], [-0.54520, -2.58458, -1.61653], [-0.69895, -1.10311, 0.06762], [0.23307, -0.19578, 0.88762], [-0.16558, 1.15624, 1.44100], [1.66796, 2.20938, -0.01444], [0.49710, 2.27990, 0.61128], [-1.48936, -0.23061, -0.92813], [0.84656, -2.55795, 0.04001], [1.05393, -1.37789, -1.13620], [-0.05940, -3.17904, -2.35634], [-1.09973, -1.91338, 0.87166], [1.28123, -0.13518, 0.44326], [0.60014, -0.80880, 1.81225], [0.00717, 1.42118, 2.55207], [-1.22348, 1.45866, 1.38398], [2.16851, 3.06244, -0.46685], [2.19484, 1.28730, -0.07981], [-0.19458, 3.05786, 0.55974], [-1.64447, -0.63345, -1.84748], [-1.27908, 0.89409, -1.07632], [-2.39586, -0.13077, -0.44263]], "e_tot_ev": -9976.7618, "charge": 1, "smiles": "C=CCC[C@@H]([NH3+])CO", "homo_lumo_gap_ev": 9.64, "de_lowest_kj_mol": 336.1}



{"formula": "C3H6NS", "method": "wB97M-V/def2-TZVPD", "species": ["C", "C", "C", "N", "S", "H", "H", "H", "H", "H", "H"], "xyz": [[1.65882, -0.56130, 0.37332], [-1.07622, -1.06376, -0.25071], [2.07098, -0.25440, 1.50938], [-1.22222, -0.65972, 0.96977], [1.11054, -0.74715, -1.02057], [-0.71924, -2.05258, -0.43509], [-1.46895, -0.45046, -1.03679], [1.88612, -1.05898, 2.31658], [2.38956, 0.65428, 2.02793], [-1.65936, 0.30950, 1.06058], [-1.03500, -1.10061, 1.79280]], "e_tot_ev": -15523.8566, "charge": 1, "homo_lumo_gap_ev": 8.78, "de_lowest_kj_mol": 70.3}



{"formula": "C4ClN3", "method": "wB97M-V/def2-TZVPD", "species": ["C", "C", "C", "C", "N", "N", "N", "Cl"], "xyz": [[0.14502, -0.34483, 1.61651], [0.38144, -0.93439, -1.01373], [-1.09571, 0.79682, -0.50137], [0.23054, 0.27128, -0.34158], [0.32003, -0.56835, 2.72047], [0.63608, -1.98797, -1.39564], [-2.13759, 1.25571, -0.50656], [1.52020, 1.51173, -0.57808]], "e_tot_ev": -21135.8232, "charge": 0, "homo_lumo_gap_ev": 9.88, "de_lowest_kj_mol": 0.0}



Which value of charge does entry 4 give? +1



charge of number 1 (C11H20InN2O)? -1